[1]
{"formula": "C39H55AgN9O4S2Si", "method": "the ωB97M-V functional and the def2-TZVPD basis", "species": ["Ag", "C", "C", "N", "C", "S", "N", "N", "C", "C", "C", "C", "C", "C", "C", "N", "H", "H", "H", "H", "H", "H", "H", "H", "H", "H", "H", "H", "H", "N", "C", "O", "C", "C", "C", "C", "N", "C", "H", "H", "H", "H", "H", "H", "C", "C", "N", "C", "C", "C", "C", "C", "C", "C", "C", "N", "C", "N", "H", "H", "H", "H", "H", "H", "H", "H", "H", "C", "C", "C", "C", "O", "Si", "S", "O", "C", "C", "C", "C", "O", "C", "C", "C", "C", "H", "H", "H", "H", "H", "H", "H", "H", "H", "H", "H", "H", "H", "H", "H", "H", "H", "H", "H", "H", "H", "H", "H", "H", "H", "H", "H"], "coordinates": [[-0.272, 0.497, -0.419], [-6.033, -1.165, -2.810], [-4.823, -0.484, -3.446], [-4.197, 0.487, -2.560], [-3.271, 0.133, -1.611], [-2.873, 1.312, -0.422], [-2.840, -1.117, -1.672], [-1.688, -1.378, -1.037], [-1.474, -2.579, -0.629], [-2.500, -3.672, -0.711], [-0.137, -2.856, -0.059], [0.190, -4.119, 0.445], [1.433, -4.321, 1.022], [2.337, -3.273, 1.069], [1.943, -2.061, 0.518], [0.750, -1.853, -0.018], [-6.470, -1.906, -3.486], [-6.804, -0.428, -2.569], [-5.735, -1.664, -1.886], [-5.111, 0.031, -4.365], [-4.066, -1.222, -3.691], [-4.738, 1.293, -2.300], [-3.463, -3.231, -0.949], [-2.578, -4.215, 0.235], [-2.252, -4.395, -1.496], [-0.523, -4.929, 0.385], [1.692, -5.291, 1.431], [3.319, -3.390, 1.509], [2.620, -1.209, 0.504], [4.160, 4.065, 0.226], [3.381, 4.732, 1.117], [3.809, 5.653, 1.795], [1.956, 4.280, 1.212], [1.050, 5.058, 1.921], [-0.273, 4.660, 1.976], [-0.641, 3.483, 1.333], [0.227, 2.717, 0.681], [1.493, 3.115, 0.617], [5.085, 4.424, 0.068], [3.763, 3.454, -0.470], [1.399, 5.968, 2.393], [-1.015, 5.249, 2.501], [-1.667, 3.127, 1.348], [2.130, 2.463, 0.027], [0.478, 0.310, 4.617], [0.514, 0.622, 3.267], [-0.147, -0.080, 2.346], [-0.893, -1.097, 2.752], [-1.030, -1.483, 4.086], [-0.293, -0.765, 5.023], [-1.830, -2.632, 4.543], [-2.947, -3.205, 4.085], [-3.893, -2.800, 3.030], [-4.933, -3.659, 2.685], [-5.803, -3.241, 1.696], [-5.688, -2.067, 1.086], [-4.675, -1.300, 1.502], [-3.787, -1.609, 2.442], [1.045, 0.896, 5.328], [1.111, 1.452, 2.906], [-1.409, -1.641, 1.971], [-0.343, -1.039, 6.072], [-1.415, -3.105, 5.430], [-3.263, -4.098, 4.617], [-5.054, -4.614, 3.179], [-6.622, -3.876, 1.372], [-4.552, -0.332, 1.024], [4.072, 1.952, -5.172], [3.484, 3.269, -4.666], [3.699, 4.378, -5.691], [4.142, 3.657, -3.341], [2.081, 3.094, -4.546], [1.063, 2.790, -3.262], [1.666, 1.159, -2.164], [-0.422, 2.690, -3.969], [-0.994, 1.866, -4.981], [-0.717, 0.393, -4.690], [-2.494, 2.137, -4.920], [-0.445, 2.253, -6.354], [0.999, 4.156, -2.330], [0.250, 5.364, -2.475], [0.938, 6.376, -1.564], [-1.183, 5.126, -2.015], [0.277, 5.880, -3.917], [5.163, 2.011, -5.243], [3.664, 1.714, -6.157], [3.797, 1.153, -4.478], [4.765, 4.509, -5.901], [3.298, 5.321, -5.311], [3.180, 4.130, -6.620], [5.208, 3.847, -3.494], [4.011, 2.840, -2.627], [3.671, 4.553, -2.928], [-1.039, 0.144, -3.676], [0.354, 0.185, -4.758], [-1.251, -0.239, -5.407], [-2.867, 1.891, -3.923], [-3.029, 1.542, -5.666], [-2.684, 3.198, -5.106], [0.642, 2.171, -6.356], [-0.712, 3.286, -6.596], [-0.860, 1.592, -7.121], [0.957, 5.996, -0.539], [0.413, 7.334, -1.581], [1.970, 6.529, -1.892], [-1.200, 4.773, -0.982], [-1.650, 4.358, -2.633], [-1.764, 6.052, -2.088], [1.308, 5.951, -4.273], [-0.185, 6.870, -3.966], [-0.267, 5.201, -4.575]], "atomic_forces_ev_per_a": [[0.1572, 0.2633, -0.3442], [0.0509, 0.0153, 0.0141], [0.0170, 0.0950, 0.1901], [-0.1878, -0.3097, 0.1923], [-0.0093, -0.1966, 0.1698], [0.0563, 0.0083, -0.1830], [-0.2447, 0.0642, -0.3058], [-0.0229, -0.0618, 0.3237], [-0.0572, 0.0937, -0.1179], [0.0899, -0.0307, -0.0036], [0.1124, -0.0071, 0.0671], [-0.0173, -0.0335, -0.0019], [-0.0244, -0.0072, -0.0075], [-0.0194, -0.0547, -0.0204], [0.0130, 0.1181, -0.0451], [0.0094, -0.0712, 0.0424], [0.0306, 0.0404, 0.0120], [0.0141, -0.0575, 0.0145], [-0.0429, 0.0259, -0.0209], [0.0085, 0.0332, -0.0306], [0.0485, -0.0253, -0.0775], [-0.0035, 0.0954, -0.0412], [-0.0651, 0.0128, -0.0163], [-0.0096, 0.0087, -0.0134], [-0.0035, -0.0044, 0.0451], [0.0232, 0.0041, 0.0224], [-0.0089, 0.0043, -0.0153], [-0.0217, 0.0270, -0.0185], [-0.0762, -0.0438, 0.0064], [-0.1241, -0.0563, 0.0751], [0.0399, 0.0870, -0.2025], [-0.0079, -0.0696, 0.0440], [0.0249, -0.0408, 0.1930], [0.0120, 0.0084, 0.0185], [-0.0102, -0.0071, -0.0059], [0.0034, -0.0744, 0.1454], [-0.0203, 0.1202, 0.1272], [-0.0041, 0.0303, -0.1173], [0.0284, 0.0444, -0.0021], [-0.0284, 0.0320, -0.0371], [-0.0020, -0.0164, 0.0083], [0.0038, -0.0151, -0.0200], [0.0386, 0.0191, -0.0151], [-0.0177, -0.0254, 0.0316], [0.0131, 0.0252, 0.0265], [-0.0262, -0.1062, -0.0209], [0.1009, 0.0855, 0.1712], [-0.0974, -0.0399, -0.2034], [-0.0358, 0.0356, 0.0502], [-0.0530, 0.0334, 0.0750], [0.1706, 0.0593, -0.0332], [-0.1781, 0.0242, 0.0177], [0.0062, 0.0207, -0.0564], [0.0010, -0.1264, 0.0621], [-0.0051, -0.0188, -0.0538], [0.1100, 0.0623, 0.0715], [-0.0216, -0.0570, 0.0019], [0.0610, 0.0933, -0.0738], [-0.0035, -0.0148, -0.0093], [-0.0387, 0.0147, -0.0272], [0.0067, 0.0263, 0.0163], [0.0207, -0.0103, -0.0192], [0.0449, -0.0243, -0.0340], [-0.0309, 0.0081, -0.0010], [-0.0007, -0.0054, -0.0584], [-0.0103, -0.0048, 0.0223], [0.0425, -0.0356, 0.0011], [-0.0084, -0.0181, 0.0771], [-0.0080, -0.1118, -0.0135], [-0.0007, 0.0197, 0.0122], [-0.1453, 0.0056, 0.0383], [-0.0753, 0.2226, -0.0529], [0.0511, -0.3492, 0.0205], [0.1647, -0.0364, 0.0842], [0.0485, 0.2320, -0.1095], [-0.0681, -0.1409, 0.0288], [0.0492, 0.0698, 0.0116], [0.0354, 0.0926, 0.1392], [0.0656, 0.0277, 0.1011], [-0.0411, 0.0403, 0.0095], [0.0778, 0.0603, -0.0218], [0.0346, -0.0374, 0.0632], [-0.0667, -0.0640, -0.0728], [0.0080, -0.1597, 0.0759], [-0.0433, -0.0124, -0.0255], [0.0116, 0.0035, 0.0445], [0.0345, 0.0317, -0.0392], [-0.0440, 0.0018, -0.0079], [0.0255, -0.0391, -0.0408], [0.0208, 0.0137, 0.0277], [-0.0487, -0.0230, 0.0262], [0.0600, 0.0016, -0.0121], [0.0362, -0.0297, -0.0476], [0.0033, -0.0259, -0.0603], [-0.0569, -0.0256, 0.0195], [0.0048, 0.0192, 0.0297], [0.0296, 0.0022, -0.1773], [0.0134, 0.0154, 0.0326], [0.0026, -0.0205, -0.0485], [-0.0064, -0.0132, -0.0399], [0.0171, -0.0345, 0.0178], [0.0009, 0.0444, 0.0139], [-0.0355, 0.0962, -0.1508], [0.0333, -0.0214, 0.0121], [-0.0352, 0.0293, 0.0175], [0.0266, 0.0593, -0.0441], [-0.0006, 0.0383, 0.0170], [0.0143, -0.0453, 0.0278], [-0.0495, 0.0222, 0.0272], [0.0087, -0.0315, -0.0072], [0.0264, 0.0026, -0.0084]], "mulliken_charge": [1.409, -1.126, -0.466, 0.040, -0.309, -0.589, -0.910, 1.525, 0.124, -1.526, 0.200, -0.965, -0.523, -0.858, -0.234, 0.299, 0.378, 0.316, 0.181, 0.437, 0.256, 0.268, 0.221, 0.379, 0.332, 0.383, 0.413, 0.415, 0.403, -0.242, 0.322, -0.714, 0.048, -0.686, -0.895, -0.921, 2.017, -0.809, 0.265, 0.181, 0.426, 0.436, 0.273, 0.268, -1.055, -0.245, 0.496, -0.103, 0.398, -0.639, -0.714, -0.832, 1.385, -0.729, -0.222, -0.511, -0.411, -0.346, 0.433, 0.244, 0.275, 0.419, 0.327, 0.290, 0.379, 0.395, 0.617, -1.770, 1.728, -1.763, -1.166, 0.230, -1.267, -0.784, 0.231, 1.483, -1.335, -1.503, -1.724, 0.957, 1.749, -1.541, -0.979, -1.491, 0.442, 0.355, 0.274, 0.416, 0.351, 0.277, 0.586, 0.056, 0.143, 0.129, 0.192, 0.486, 0.174, 0.460, 0.331, 0.119, 0.348, 0.454, 0.153, 0.401, 0.333, 0.069, -0.041, 0.413, 0.128, 0.536, 0.067], "total_charge": -1, "de_lowest_ev": 0.000, "spin_multiplicity": 1, "lumo_ev": 1.70}

***

[2]
{"formula": "C5H11N2O2S", "method": "the ωB97M-V functional and the def2-TZVPD basis", "species": ["C", "C", "C", "C", "C", "N", "N", "O", "O", "S", "H", "H", "H", "H", "H", "H", "H", "H", "H", "H", "H"], "coordinates": [[1.222, 0.097, 2.031], [1.105, -1.904, 0.642], [-0.693, -0.753, -1.558], [-1.373, 0.397, -1.958], [-0.797, 1.664, -1.652], [0.734, -1.180, 1.728], [0.737, 0.539, 3.270], [0.495, -0.803, -0.844], [-2.251, 0.222, -2.954], [1.966, 1.024, 0.938], [2.193, -1.791, 0.353], [0.550, -2.841, 0.534], [-1.080, -1.723, -1.922], [-0.377, 2.187, -2.508], [-0.141, 1.547, -0.747], [-1.661, 2.220, -1.214], [0.024, -1.453, 2.415], [0.155, -0.028, 3.884], [0.595, 1.561, 3.385], [0.857, -0.015, -0.375], [-2.261, 1.034, -3.449]], "atomic_forces_ev_per_a": [[-3.4829, -2.0257, 2.2253], [2.5209, -3.0293, 2.6687], [2.2116, -1.3827, 1.4207], [0.9713, -1.4388, -2.0043], [-0.8579, 1.5831, 2.5339], [0.3744, 2.0757, 1.6451], [0.3597, 1.0913, -0.6533], [-5.4594, 0.1848, -5.1999], [0.7879, -0.5701, 1.6843], [1.2723, 1.2803, -1.2370], [-1.6329, -0.3430, 0.1702], [0.5403, 0.3924, -0.1962], [0.5894, 0.4289, 0.4109], [0.1453, 0.0961, 0.1007], [-0.1066, 0.4899, -1.2734], [0.5143, 0.4026, -0.5161], [0.3426, -0.5430, -0.8371], [0.4567, 0.0552, -0.4604], [0.4549, -1.2509, -0.1905], [0.6320, 1.6298, 0.3388], [-0.6340, 0.8734, -0.6306]], "nbo_charge": [0.208, -0.183, 0.271, 0.414, -0.742, -0.575, -0.806, -0.616, -0.544, -0.165, 0.229, 0.209, 0.232, 0.282, 0.273, 0.279, 0.406, 0.396, 0.420, 0.501, 0.513], "total_charge": 1, "de_lowest_ev": 0.000, "s2": 2.014, "spin_multiplicity": 3, "lumo_ev": [-3.73, -6.98]}

***

[3]
{"formula": "C3H5NO2S", "method": "the ωB97M-V functional and the def2-TZVPD basis", "species": ["C", "O", "C", "N", "S", "C", "O", "H", "H", "H", "H", "H"], "coordinates": [[3.304, -0.164, 0.183], [1.884, -0.255, -0.053], [1.152, 0.855, -0.036], [-0.114, 0.817, -0.084], [-0.761, -0.720, -0.187], [-2.446, -0.329, 0.259], [-2.967, 0.693, 0.026], [3.572, -1.221, 0.483], [3.601, 0.636, 0.893], [3.706, 0.059, -0.814], [1.659, 1.833, -0.015], [-2.964, -1.176, 0.814]], "atomic_forces_ev_per_a": [[-0.1808, -0.8258, -0.7697], [0.5148, -0.1304, 0.5721], [-0.4200, 0.6125, -0.1021], [0.3402, 0.6233, -0.2856], [-0.2690, -0.8725, 0.5404], [0.4495, -1.9460, 0.5318], [-1.0302, 1.8231, -0.1396], [0.0510, 1.5497, -0.1009], [-0.3573, -0.7184, -0.1876], [0.5198, -0.0944, 0.4086], [-0.0845, -0.4652, 0.1545], [0.4665, 0.4441, -0.6220]], "nbo_charge": [-0.263, -0.513, 0.388, -0.621, 0.359, 0.251, -0.491, 0.215, 0.192, 0.189, 0.168, 0.125], "smiles": "CO/C=N\\SC=O", "total_charge": 0, "de_lowest_ev": 1.906, "spin_multiplicity": 1, "lumo_ev": 0.72}